66
Properties=species:S:1:pos:R:3:forces:R:3 method="wB97M-V/def2-TZVPD" orbital_gap_ev=1.7 spin_multiplicity=1 lumo_ev=-2.114 fmax_ha_per_bohr=0.0581 e_tot_ev=-37428.6965
Rb 1.91202 1.15425 -3.16132 -0.3580 -0.1063 0.4370
Rb 6.11069 -2.39528 0.78987 -0.4005 0.0076 0.0710
O -1.07540 -2.30827 -0.25979 0.1704 -0.1825 0.2551
C 0.05208 -2.44827 0.51509 2.5124 -0.4654 1.5491
O -0.04841 -2.93738 1.65417 -1.9934 -0.5272 0.4513
O 1.16386 -2.13599 0.08315 1.0857 1.2841 -2.4672
H -1.61643 -2.76246 0.39029 -1.2668 -0.0413 -0.1041
C -1.67096 3.40330 1.49876 0.7323 0.7487 0.9246
C -1.16239 4.87539 1.71034 -1.1705 0.0864 -0.0946
C -2.29449 5.60513 2.54138 1.4879 1.4921 -0.0205
C -1.92309 7.08830 2.90623 1.5528 -0.5051 0.5761
C -0.49823 7.14918 3.55179 -0.5128 -0.2983 -0.7146
C 0.64064 6.35872 2.78101 -1.3339 0.0375 1.2048
N 0.13062 4.96813 2.46159 0.7055 -0.2368 -1.8554
O 1.16442 4.22531 1.78027 -1.3357 1.0067 0.6128
C 1.63213 6.14605 3.91437 1.2261 0.6024 1.2972
C 1.14192 7.31387 1.64982 -0.2520 -0.1795 0.7014
C -1.22416 5.44113 0.26694 1.1471 0.5935 -0.3941
H -1.25367 2.95578 0.59671 0.2110 -0.0620 0.2974
H -2.75263 3.45386 1.37421 -0.0968 -0.1040 0.0276
H -1.41878 2.81815 2.38313 -0.0870 -0.2117 -0.0932
H -2.40703 5.15348 3.52701 -0.2659 -0.5674 -0.2145
H -3.19903 5.59242 1.93332 -0.1951 -0.2083 0.3345
H -2.53827 7.49768 3.70752 -0.6380 -0.1101 -0.2694
H -1.90400 7.82428 2.10245 -0.3865 -0.3246 -0.4466
H -0.54181 6.86941 4.60437 -0.1778 -0.7821 -0.0795
H -0.22502 8.19711 3.67544 0.2529 0.2518 -0.4988
H 2.60812 5.67700 3.78975 -0.3420 -0.4886 -0.7521
H 1.15791 5.72522 4.80101 -0.2794 -0.9738 -0.4753
H 1.91648 7.06658 4.42414 0.0386 0.9866 -0.6049
H 1.44182 8.25850 2.10350 0.5176 -0.1110 0.3978
H 0.30709 7.67469 1.04902 0.0682 -0.5036 -0.3830
H 1.97383 6.91161 1.07169 -0.2861 -0.1116 -0.1397
H -0.97258 4.69325 -0.48505 -0.0816 -0.2171 0.1201
H -0.47053 6.20868 0.09086 -0.2018 0.1198 0.1291
H -2.19405 5.85547 -0.00827 -0.1515 -0.0275 0.1915
C -4.59858 -1.18606 -4.08873 -0.5196 -0.6302 0.7894
C -3.35881 -0.73624 -4.72822 1.5732 1.0207 -2.0320
O -2.96345 0.42027 -4.72343 -0.0575 -0.9839 0.6186
C -2.78736 -1.69901 -5.79677 -0.2011 -0.5648 -0.0186
H -4.61427 -1.20997 -2.99911 0.3786 0.3627 0.0478
H -4.75920 -2.22161 -4.38864 -0.6488 0.2459 -0.1683
H -5.34485 -0.45831 -4.40742 -0.3626 -0.3928 -0.0243
H -3.01573 -2.75680 -5.66628 0.0330 -0.0180 0.6140
H -1.73072 -1.64344 -6.05854 -0.0485 0.5221 0.3527
H -3.35059 -1.49393 -6.70717 -0.0437 0.4398 -0.1541
C 1.35157 -7.99802 2.42973 -0.1686 -0.4567 0.0334
C 2.82049 -8.18041 2.73030 0.6922 2.3019 -0.1836
O 3.62753 -8.34738 1.85528 0.3257 -1.1684 -1.1164
C 3.42334 -7.62668 4.01814 -0.8512 -0.9338 0.8867
H 1.20272 -7.83850 1.36179 0.3344 0.4069 0.0715
H 1.03077 -7.14879 3.03304 -0.3789 -0.0365 -0.2019
H 0.70467 -8.85726 2.60668 0.1771 -0.1197 0.6410
H 4.29590 -8.22326 4.28425 -0.0622 0.0061 -0.0112
H 2.69135 -7.66371 4.82494 0.1367 0.0817 0.2343
H 3.75258 -6.59308 3.91155 -0.2139 -0.0165 -0.3703
C 2.41495 -7.05460 -5.87842 -0.8151 1.0915 0.4062
C 2.06537 -5.99341 -4.80389 1.7988 1.2723 -1.5676
O 2.37334 -4.82023 -4.98119 -0.2536 -0.9027 -0.2969
C 1.48487 -6.40124 -3.55510 -1.0980 -1.3573 1.6532
H 3.31619 -7.58918 -5.57826 0.1217 0.1751 -0.1292
H 2.52031 -6.45741 -6.78417 0.4051 -0.4344 -0.1184
H 1.62948 -7.79699 -6.01982 -0.0886 0.0359 0.1312
H 1.65450 -7.46558 -3.39232 0.0554 -0.0520 0.2018
H 0.40178 -6.30481 -3.63067 -0.1930 0.1030 0.0094
H 1.79927 -5.82893 -2.68235 0.0781 0.1304 -0.2694

21
Properties=species:S:1:pos:R:3:forces:R:3 method="wB97M-V/def2-TZVPD" total_charge=-1 orbital_gap_ev=5.9 spin_multiplicity=1 lumo_ev=3.585 fmax_ha_per_bohr=0.0674 relative_energy_ev=2.261 smiles=CC[C@H](N)CNC[O-] e_tot_ev=-10421.4379
C -0.38909 -0.58887 -0.20771 -1.4428 2.0929 2.3531
N -0.98621 -0.14549 -1.43720 0.1719 -0.1973 -0.3014
C -0.71163 -1.26513 -2.57828 -1.0130 -0.5828 3.0643
O -0.10986 -2.29327 -2.05953 1.0009 -1.2678 -0.0903
C -0.11615 0.73479 0.74730 -0.0664 -2.0401 0.9436
C 1.41396 0.70477 1.10821 1.2329 0.7136 -0.1987
C 1.86376 1.90946 2.02662 -0.3448 0.4345 -2.2128
N -1.06290 0.72377 1.90340 0.0498 -2.1193 -1.1913
H -1.02591 -1.36904 0.33973 0.4401 1.1456 -0.1551
H 0.52895 -1.10833 -0.26804 1.0148 -0.2481 -0.8987
H -1.98273 -0.07585 -1.21434 0.3009 -0.0848 -0.5214
H -1.76999 -1.55791 -2.75981 -0.0950 0.7192 -1.4887
H -0.07659 -0.72500 -3.24928 -0.2096 0.6954 -1.4965
H -0.42189 1.71111 0.37805 0.6604 -0.1956 -1.2943
H 2.07183 0.63048 0.19101 -1.0290 0.4810 0.5173
H 1.75414 -0.23265 1.62121 -0.8928 0.5466 -0.0284
H 2.90577 1.92872 2.27224 0.6109 -0.9261 0.8959
H 1.16050 1.85701 2.82300 0.0177 0.3607 1.2695
H 1.85906 2.95327 1.59481 -0.9532 -1.0369 -0.2093
H -1.00634 1.47974 2.51617 0.3090 1.2620 1.0960
H -1.13925 -0.16344 2.39127 0.2370 0.2474 -0.0527

112
Properties=species:S:1:pos:R:3:forces:R:3 method="wB97M-V/def2-TZVPD" total_charge=-1 orbital_gap_ev=3.9 spin_multiplicity=1 lumo_ev=1.796 fmax_ha_per_bohr=0.0335 e_tot_ev=-74684.9691
Rb -0.19504 -0.64973 0.46175 0.5066 1.2566 -1.0639
C 1.58955 2.14306 2.08043 0.0025 -0.0648 -0.0179
C 2.70241 1.29404 1.44193 -0.0491 -0.0912 0.1639
C 2.87939 -0.01674 2.16246 0.2073 0.0080 -0.0236
C 3.37234 -0.11297 3.45957 -0.0469 -0.0353 0.0876
C 3.42415 -1.35799 4.06691 -0.0187 0.0198 -0.0650
C 2.99702 -2.47154 3.36295 0.0391 0.0360 0.0194
C 2.55686 -2.28535 2.06410 0.1442 -0.0872 0.0909
N 2.51223 -1.09746 1.47502 0.0724 -0.0664 -0.1305
N 0.84344 2.93011 1.11291 0.0148 0.1637 0.1724
C 1.68153 3.72940 0.24457 -0.0484 -0.1828 -0.0914
C 2.07645 3.02693 -1.04557 0.1646 0.1248 -0.1056
C 3.08672 3.55871 -1.84320 0.0242 -0.0095 0.0812
C 3.36673 2.95751 -3.05988 -0.2010 -0.1393 -0.0236
C 2.62573 1.84740 -3.44171 -0.0804 0.7383 -0.2335
C 1.64831 1.38360 -2.57505 -0.4958 0.4570 -0.1226
N 1.38500 1.95248 -1.40339 0.0147 -0.0738 -0.1232
C -0.19043 3.72484 1.74350 0.0398 -0.0243 -0.0949
C -1.29547 2.96183 2.44264 -0.1023 0.0217 -0.0216
C -2.13764 3.66362 3.30266 -0.0256 -0.0037 0.0377
C -3.22419 3.01148 3.85802 0.0523 -0.0213 -0.0453
C -3.42633 1.67445 3.55165 -0.0093 0.0521 0.0120
C -2.52689 1.05041 2.70097 -0.1479 0.0712 0.0938
N -1.48944 1.68176 2.15224 0.2186 -0.0397 -0.0118
H 0.87341 1.47686 2.56271 0.0414 0.0245 0.1092
H 2.03219 2.79026 2.86349 -0.0553 0.0026 0.0349
H 2.42080 1.05518 0.41836 0.0664 0.0148 0.1082
H 3.64817 1.84299 1.42607 -0.0171 0.0363 -0.0679
H 3.69840 0.77237 3.99174 -0.0433 0.0313 -0.0264
H 3.78346 -1.45594 5.08378 -0.0020 0.0099 0.0037
H 2.98768 -3.45360 3.81492 -0.0005 -0.0057 -0.0255
H 2.22891 -3.12405 1.45713 -0.0419 0.0034 0.0637
H 1.12785 4.62078 -0.06404 -0.0358 -0.0078 0.0636
H 2.58817 4.09174 0.75893 0.0000 0.0256 -0.0208
H 3.64130 4.43152 -1.51735 -0.0288 0.0060 0.0245
H 4.14193 3.35614 -3.70284 0.0127 0.0007 -0.0150
H 2.79977 1.35466 -4.38941 -0.1330 0.2317 0.1300
H 1.02945 0.52521 -2.82310 -0.0426 0.3409 -0.0172
H 0.23444 4.44961 2.46524 -0.0277 0.0086 -0.0031
H -0.68343 4.30276 0.95556 0.0392 0.0378 0.0136
H -1.94870 4.70904 3.51672 0.0214 -0.0076 -0.0100
H -3.90217 3.53972 4.51720 -0.0022 -0.0051 0.0054
H -4.26266 1.12375 3.96087 0.0141 -0.0215 -0.0130
H -2.62983 0.00231 2.44578 -0.0216 0.0013 -0.0371
C -0.03238 -5.27281 -0.80715 -0.0167 0.1290 0.0250
C -0.10460 -3.92950 -1.50054 0.1881 -0.0595 -0.2954
O -0.43877 -2.90753 -0.94732 -0.3080 -0.3709 0.3054
N 0.23212 -3.92408 -2.82447 0.1068 0.1739 -0.1601
C 0.25112 -2.66424 -3.56037 -0.0224 -0.0826 0.1831
C 1.57289 -1.93564 -3.47721 -0.0698 -0.0688 0.0797
C 2.33812 -1.68215 -4.60847 0.0298 0.0719 -0.1291
C 3.53267 -0.98930 -4.47416 0.0943 -0.2172 0.3210
C 3.92149 -0.57823 -3.20817 0.2802 -0.6616 -0.1826
C 3.09341 -0.87827 -2.13662 0.2004 -0.5084 0.1165
N 1.94584 -1.53530 -2.25962 0.3065 -0.3036 0.0234
H -0.59694 -5.20815 0.11955 0.0066 0.0000 -0.0063
H 1.00778 -5.50483 -0.56927 -0.0004 -0.0062 -0.0127
H -0.43663 -6.06798 -1.43320 0.0223 -0.0074 -0.0053
H 0.71988 -4.71357 -3.21042 -0.0703 -0.0782 0.0145
H -0.51617 -2.03472 -3.10195 0.0046 0.0425 -0.1201
H -0.01855 -2.85727 -4.59844 -0.0045 0.0225 -0.0121
H 1.99936 -2.01340 -5.58250 -0.0357 -0.0031 0.0230
H 4.14396 -0.76687 -5.33972 0.0059 -0.0092 -0.0256
H 4.84691 -0.03836 -3.05885 -0.0523 0.0510 0.0531
H 3.34637 -0.57203 -1.12624 0.0236 0.0094 0.0001
C -1.98305 0.92199 -4.10917 -0.3733 0.1163 -0.0457
Si -2.45464 0.92470 -2.21379 0.8748 -0.4334 0.4074
C -3.01811 2.80886 -1.99776 -0.3859 -0.0211 -0.2643
C -3.69651 3.02367 -0.64551 0.0296 -0.0322 -0.0808
C -1.72802 3.63166 -2.01473 0.0027 -0.0902 0.0167
C -3.94708 3.34461 -3.09474 0.1039 0.0376 0.1224
C -3.98486 -0.32324 -2.19135 -0.3387 0.3683 -0.3046
C -4.51795 -0.49223 -0.76736 0.0663 -0.0070 -0.0697
C -3.43817 -1.67793 -2.64771 -0.0122 0.0929 -0.0100
C -5.14992 0.05463 -3.11600 0.0578 -0.1267 0.1295
H -2.80794 1.21297 -4.77747 0.0939 -0.0434 -0.0643
H -1.64500 -0.07033 -4.42126 0.0404 -0.0263 0.0085
H -1.15488 1.61349 -4.29176 0.0254 0.0184 0.0102
H -3.05969 2.66790 0.16823 -0.0245 -0.0276 0.0443
H -4.64679 2.48814 -0.58879 -0.0139 0.0461 0.0328
H -3.90960 4.09139 -0.48066 0.0238 0.0117 0.0191
H -1.04802 3.28605 -1.23020 0.0317 0.0089 -0.0105
H -1.94505 4.70042 -1.86163 -0.0096 0.0154 0.0061
H -1.20495 3.52915 -2.97033 0.0346 0.0385 0.0150
H -4.90682 2.82511 -3.09126 0.0249 0.0546 -0.0508
H -3.50070 3.22864 -4.08592 -0.0426 0.0135 0.0003
H -4.15140 4.41723 -2.94349 0.0014 0.0021 -0.0275
H -3.72715 -0.84395 -0.09823 -0.0294 0.0192 0.0403
H -5.33621 -1.22636 -0.74494 0.0082 -0.0332 0.0228
H -4.90599 0.44662 -0.36667 -0.0060 -0.0387 0.0368
H -2.61908 -1.99767 -1.99980 0.0360 -0.0500 0.0047
H -3.06755 -1.62844 -3.67616 -0.0178 -0.0542 -0.0009
H -4.22729 -2.44257 -2.61074 0.0028 -0.0185 0.0105
H -5.65775 0.95738 -2.76892 -0.0164 -0.0375 -0.0143
H -5.90005 -0.75175 -3.14780 -0.0213 0.0195 -0.0255
H -4.80456 0.22860 -4.13925 -0.0419 0.0282 0.0000
O -0.08585 -1.83265 3.55262 0.0414 -0.0913 0.0801
C -1.19643 -2.17188 3.10142 -0.0369 0.0685 0.0510
O -1.69399 -1.85364 1.99831 -0.9176 -0.8056 0.8004
C -2.07561 -3.05408 3.99805 0.1262 0.0223 0.0578
C -1.61217 -3.50302 5.22765 -0.0140 -0.0156 0.0229
C -2.41744 -4.28586 6.04647 0.1094 0.0371 0.0062
C -3.69491 -4.62450 5.64715 -0.3691 -0.0814 -0.1500
C -4.15760 -4.17565 4.41242 1.1492 0.3003 0.3986
C -3.35511 -3.39567 3.58799 -0.3817 -0.1397 -0.0989
N -5.49284 -4.53208 3.99371 -0.7441 -0.2320 -0.1879
O -6.17480 -5.20920 4.74579 0.0482 -0.1132 0.2647
O -5.88720 -4.14956 2.91370 0.1028 0.1838 -0.2666
H -0.61139 -3.22112 5.52960 -0.0028 0.0325 -0.0496
H -2.04790 -4.63341 7.00295 -0.0071 0.0058 0.0055
H -4.34558 -5.22496 6.26521 0.0156 -0.0131 0.0147
H -3.71607 -3.05140 2.62878 0.0474 0.0291 -0.0086

10
Properties=species:S:1:pos:R:3:forces:R:3 method="wB97M-V/def2-TZVPD" orbital_gap_ev=9.1 spin_multiplicity=1 lumo_ev=0.713 fmax_ha_per_bohr=0.1982 relative_energy_ev=3.467 smiles="COC(N)=S" e_tot_ev=-16524.9147
C 0.38649 1.38507 -0.30251 1.6442 4.0760 0.5198
C -0.37857 -0.58659 -0.09602 -3.1277 -5.2034 -2.8172
H 1.39223 1.78664 -0.07604 -0.2949 -0.0627 -0.5219
H 0.27421 1.07082 -1.45027 -0.0253 1.5117 2.7898
H -0.31011 2.38136 0.22839 1.3696 -3.6816 -1.9029
H 0.37098 -1.71224 1.47555 0.6404 1.3507 -0.2673
H -0.76483 -2.36505 0.73197 -2.3452 -2.2642 -0.9615
N -0.12238 -1.67189 0.59653 -0.7228 -4.5833 1.3751
O 0.41230 0.15002 0.45355 2.9528 9.7546 0.2039
S -1.26032 -0.43814 -1.56116 -0.0912 -0.8978 1.5821